Formula: C3H8BrFSi
Source: the OMol25 dataset
Level of theory: ωB97M-V with the def2-TZVPD basis set

Summary:
**2S+1**: 3
**E_HOMO (spin up / spin down)**: -6.851 / -10.692 eV

Cartesian coordinates (Å):
C1 -0.03 -1.06 1.28
C2 -1.98 1.23 -0.35
C3 2.58 0.14 -1.06
F1 -1.96 -1.44 -0.68
Si1 -0.87 -0.38 -0.25
Br1 3.89 -0.44 0.08
H1 -0.09 -0.25 2.04
H2 -0.61 -1.84 1.68
H3 1.04 -1.28 1.10
H4 -2.37 1.29 0.58
H5 -1.39 2.03 -0.72
H6 -2.83 1.09 -0.95
H7 2.45 -0.14 -2.06
H8 2.17 1.05 -0.69